[1]
ORCA calculation (ωB97M-V/def2-TZVPD) on a molecular structure, C4H8N in a non-equilibrium geometry.

The calculated total energy is -211.54020 a.u. The value obtained for the energy above the lowest of the compared OMol25 structures with the same formula, charge and spin is 343.7 kJ/mol. The calculation puts the frontier orbital gap at 0.3416 Ha. Its total charge is +1.

Structure (XYZ):
```
13
Properties=species:S:1:pos:R:3:forces:R:3
C 1.5273 -0.8449 0.1689 4.3 5.5 -0.9
C 0.2097 1.1337 -0.0478 -3.4 -4.5 1.7
C -1.5218 -0.6882 0.2519 0.4 0.6 2.5
C 2.0195 0.2693 -0.0843 -1.4 -5.4 1.4
N -0.6717 0.2390 -0.4568 -0.7 1.4 -3.5
H -0.7467 0.1708 -1.4877 0.0 0.0 0.9
H 0.5825 1.8254 -0.6605 1.2 2.6 -2.5
H 0.1449 1.2861 0.9741 0.3 0.8 1.9
H -1.3454 -0.4961 1.3626 -0.4 -0.5 -1.3
H -2.5250 -0.3913 0.0156 -0.7 -0.1 0.1
H -1.4204 -1.7723 0.0469 0.5 0.7 -0.3
H 1.0064 -1.7030 0.1704 -1.6 -2.6 0.4
H 2.7405 0.9715 -0.2532 1.5 1.6 -0.3
```
Positions in Å, forces in eV/Å.

***

[2]
ORCA calculation (ωB97M-V/def2-TZVPD) on 9 unconnected molecules or ions with the total composition FH16O8 in a non-equilibrium geometry.

The calculated total energy is -711.47161 a.u. The value obtained for the energy above the lowest of the compared OMol25 structures with the same formula, charge and spin is 152.6 kJ/mol. The calculation puts the frontier orbital gap at 0.3755 Ha. Its total charge is -1.

Structure (XYZ):
```
25
Properties=species:S:1:pos:R:3:forces:R:3
F -0.1741 0.1984 -0.4847 -0.5 0.1 0.4
O 2.3079 0.2854 -1.2477 2.4 0.8 -0.9
H 1.4309 0.2504 -0.9237 -1.3 -0.4 0.6
H 2.6609 -0.5956 -1.3307 -0.1 -0.2 0.1
O -0.6281 -1.8886 0.9323 0.0 -0.9 0.3
H -0.5091 -1.0916 0.3903 -0.2 0.3 -0.2
H -1.1371 -1.6436 1.7083 -0.1 0.3 -0.1
O 0.0549 2.4364 -1.8477 -1.0 0.9 0.2
H 0.0379 1.5994 -1.3587 0.0 -0.1 -0.1
H -0.7201 2.9094 -1.4767 0.8 -0.4 -0.4
O -2.9621 -0.6866 -0.7977 -1.2 -0.1 -0.3
H -2.0581 -0.5476 -0.6017 2.1 -0.6 -0.2
H -3.2321 0.1344 -0.4067 -1.1 0.6 0.3
O 1.8309 -1.1216 1.6343 -0.2 1.7 -1.3
H 2.0979 -1.8206 2.1683 0.8 -1.9 1.5
H 0.9839 -1.4296 1.2593 0.0 -0.1 0.3
O 1.1019 1.6314 1.5713 -0.6 1.6 0.0
H 0.7359 1.1104 0.8543 0.3 -0.2 -0.1
H 1.7329 1.0924 2.0083 0.8 -1.0 0.3
O 0.3169 -1.7656 -2.1077 1.4 -0.8 0.5
H 1.1659 -2.0066 -1.6527 -1.3 0.1 -0.8
H 0.0659 -0.9696 -1.6087 -0.2 0.0 -0.3
O -1.7121 1.1854 1.4633 -1.7 0.1 2.1
H -1.1491 0.8774 0.7933 1.5 -0.6 -1.7
H -2.2421 1.8574 1.0623 -0.4 0.7 -0.3
```
Positions in Å, forces in eV/Å.